# 1
91
Properties=species:S:1:pos:R:3 method="wB97M-V/def2-TZVPD" e_above_lowest_kcal_mol=17.85 charge=+1 spin_multiplicity=2
H 1.678 5.259 0.520
H 0.279 1.749 3.695
H -1.257 -4.038 -2.856
H -2.253 3.839 1.752
H -3.278 -2.183 -0.958
C 4.272 1.342 2.140
C -0.574 2.395 -1.639
H 0.434 5.859 2.558
C -2.597 2.820 1.604
C -1.688 -2.196 1.541
H 0.430 2.857 -3.480
C 0.680 4.828 2.361
C -1.103 4.289 -3.072
H 2.332 2.906 0.113
C 1.374 -0.948 5.311
C -3.741 -2.357 -3.021
C -0.832 -1.275 -3.774
H 1.156 -3.637 -1.042
C 5.639 1.192 2.283
H -2.879 0.219 -0.875
C -0.356 -1.988 3.966
C -2.130 4.677 -2.200
H -1.756 -3.034 -4.701
C 4.149 -0.841 1.127
O 0.134 1.350 -1.465
H -4.807 -2.312 -2.805
C -1.392 -4.388 -0.746
C 3.526 0.331 1.542
H -3.106 -3.406 2.615
H -3.649 2.844 1.321
C -0.487 -1.516 1.526
C 1.392 4.490 1.220
C 6.267 0.056 1.801
H -3.468 -3.406 -3.097
H -3.580 -1.876 -3.983
H -1.892 -3.283 4.743
C -0.864 -2.421 -4.783
H -4.444 -0.097 -1.620
H -2.499 2.259 2.530
H 1.206 -3.403 -2.794
H -2.471 -4.271 -0.678
C 1.339 2.189 1.883
H -1.180 -5.450 -0.847
H -0.848 -1.995 -5.784
C 0.427 -0.446 -4.009
C -1.792 2.141 0.527
C -2.987 -1.675 -1.884
Re 0.135 -0.370 -0.199
H -2.281 -2.240 0.642
C 5.523 -0.962 1.227
C -0.793 -3.654 -1.943
C 1.867 -0.298 4.176
H 0.013 -3.055 -4.680
P 1.717 0.461 1.499
C -2.186 -2.847 2.679
C 0.595 2.522 3.010
H -0.106 -2.270 6.079
H 3.566 -1.656 0.723
H 6.013 -1.848 0.851
H -0.919 4.855 -3.975
C -1.586 2.835 -0.715
C 0.288 3.847 3.257
C 2.787 0.342 -1.501
C -1.517 -2.778 3.867
C 1.737 3.174 0.978
H 6.213 1.972 2.760
H 1.317 -1.069 -4.018
H 0.870 -5.001 -2.125
H 1.829 -0.765 6.271
C 0.147 -1.353 2.797
H -3.158 4.265 -0.392
C -3.369 -0.203 -1.751
H -0.258 4.111 4.148
S 2.131 -1.181 -1.373
N 3.263 1.387 -1.566
C -2.350 3.972 -1.045
C 0.287 -1.776 5.203
H 2.708 0.373 4.270
C -0.348 3.182 -2.804
H -1.689 -0.616 -3.968
H -2.749 5.530 -2.436
H 7.339 -0.036 1.871
H 3.788 2.240 2.497
H 0.543 0.324 -3.252
C 1.255 -0.493 2.957
C 0.705 -3.934 -1.988
H -0.938 -4.054 0.183
H -3.074 0.374 -2.628
O -1.369 1.000 0.802
P -1.123 -1.807 -1.976
H 0.370 0.051 -4.976

***

# 2
93
Properties=species:S:1:pos:R:3 method="wB97M-V/def2-TZVPD" charge=+1 spin_multiplicity=5 energy_ev=-117213.627
H -3.949 -2.039 2.128
C -1.531 2.993 -2.926
H -0.570 3.836 1.877
H -1.152 4.064 0.194
C -3.145 -3.729 -4.401
H -0.026 2.616 5.243
C -1.476 -1.968 -3.102
C -3.518 -0.264 0.869
H -4.434 -1.432 -0.806
C -2.214 -1.519 -4.216
H -4.893 0.905 -0.329
C -2.439 1.708 2.974
C -0.033 0.754 4.179
C 5.464 -3.759 2.424
H 0.993 3.279 -2.125
C 5.363 -2.441 2.870
H 2.010 4.405 -1.109
C -4.271 -0.979 2.028
H -5.371 -0.881 1.799
C -3.477 -1.184 -0.400
H 6.145 -1.945 3.421
H 1.052 -0.808 5.110
H 0.890 0.540 -4.682
C 3.362 -3.652 1.336
H 4.110 -0.711 2.778
C -1.719 2.478 3.875
N -2.131 -0.111 1.332
C -2.976 -2.435 -4.924
H 0.820 2.888 -5.345
C -0.854 3.402 -4.040
C 0.224 1.233 -4.144
H -2.691 -5.056 -2.771
C -0.578 1.974 4.576
H -3.292 2.088 2.455
P 0.886 2.686 0.288
H 5.091 -2.325 -2.797
C 4.186 -1.755 2.521
C 1.994 -1.600 1.417
H 2.543 2.779 -1.507
H 1.967 0.427 -1.468
H 2.016 2.009 2.431
C 1.167 0.252 4.928
H -2.218 3.678 -2.338
C 3.643 -0.877 -2.089
H -1.441 4.553 4.688
C -2.195 3.879 4.252
H -2.982 3.879 5.003
C 3.184 -2.336 1.775
C -1.315 1.715 -2.435
C 0.147 2.555 -4.561
P -0.366 -0.843 -2.256
C -2.504 -4.147 -3.261
C 4.557 -4.364 1.574
C 1.327 -1.313 -2.637
H 2.547 -4.088 0.765
C 3.049 -2.859 -3.347
H -2.685 4.310 3.373
H 3.050 1.935 1.109
C -0.235 4.035 0.839
H -0.366 -1.006 3.147
H -2.940 -2.136 -0.123
H 2.124 0.403 4.431
C -0.672 0.029 3.161
H -3.499 1.849 0.144
H 4.671 -5.377 1.230
H -4.800 1.455 1.307
H -2.153 -0.435 -4.539
H -4.085 -0.529 3.004
C -1.584 -3.244 -2.690
H -1.857 1.367 -1.531
Ho -0.085 -0.105 0.522
H 4.396 -0.305 -1.489
O 1.959 -0.340 1.611
H 0.990 -3.083 -3.915
C -1.833 0.474 2.541
H 3.323 -3.775 -3.889
H 2.745 3.555 1.746
C 1.666 -2.504 -3.281
H 1.204 0.810 5.899
C 4.013 -2.143 -2.630
H -3.762 -4.453 -4.986
H -3.511 -2.137 -5.766
C 2.303 -0.523 -2.030
C -0.498 0.768 -3.048
O 0.960 -2.145 0.958
H -1.018 4.408 -4.407
C 2.319 2.600 1.531
Cl -0.754 -3.818 -1.294
Cl 6.766 -4.805 3.042
H 0.238 5.038 0.838
C -4.186 1.050 0.504
H -2.850 -0.745 -1.184
C 1.673 3.369 -1.234